[1]
The following is a DFT calculation (the ωB97M-V functional and the def2-TZVPD basis) of one molecule with the formula C4H6O2.

Each atom is followed by the atoms it is bonded to, with distances in Å.
CARTESIAN COORDINATES (ANGSTROEM)
1 O -0.67 -1.41 -2.41  C2 1.203
2 C -0.75 -0.91 -1.32  O1 1.203, C3 1.519, H7 1.115
3 C 0.24 0.08 -0.75  C2 1.519, C4 1.532, O6 1.439, H8 1.096
4 C -0.30 0.85 0.46  C3 1.532, C5 1.534, H9 1.095, H10 1.090
5 C 0.75 0.05 1.25  C4 1.534, O6 1.439, H11 1.096, H12 1.095
6 O 1.18 -0.64 0.07  C3 1.439, C5 1.439
7 H -1.57 -1.19 -0.61  C2 1.115
8 H 0.73 0.65 -1.55  C3 1.096
9 H -1.34 0.61 0.70  C4 1.095
10 H -0.18 1.94 0.45  C4 1.090
11 H 0.35 -0.65 2.00  C5 1.096
12 H 1.56 0.63 1.70  C5 1.095

Results
energy relative to the best compared isomer or geometry (same formula, charge and spin) = 196.6 kJ/mol
HOMO energy = -9.678 eV
SMILES = O=C[C@H]1CCO1
frontier orbital gap = 10.4 eV
spin multiplicity = 1

Mulliken population analysis, charges in e, atoms 1 to 6: -0.4414, -0.1844, 0.3979, -0.6800, -0.2617, -0.4083

***

[2]
The following is a DFT calculation (the ωB97M-V functional and the def2-TZVPD basis) of a 4-piece molecular cluster, C2H12N2O3 overall.

Each atom is followed by the atoms it is bonded to, with distances in Å.
CARTESIAN COORDINATES (ANGSTROEM)
1 C -1.11 1.11 0.24  C2 1.326, N4 1.427, H5 1.084
2 C -0.14 1.27 1.13  C1 1.326, N3 1.399, H6 1.063
3 N -0.12 0.68 2.40  C2 1.399, H7 1.012, H8 1.010
4 N -0.96 1.30 -1.16  C1 1.427, H9 1.013, H10 1.019
5 H -2.05 0.64 0.53  C1 1.084
6 H 0.79 1.70 0.87  C2 1.063
7 H 0.44 1.07 3.14  N3 1.012
8 H -1.02 0.44 2.81  N3 1.010
9 H -1.88 1.45 -1.55  N4 1.013
10 H -0.33 2.06 -1.43  N4 1.019
11 H 2.49 0.64 0.33  O13 0.982
12 H 2.63 0.59 -1.04  O13 0.950
13 O 2.90 0.03 -0.32  H11 0.982, H12 0.950
14 H -0.92 -1.18 -2.42  O16 0.968
15 H -1.21 -2.20 -1.34  O16 0.969
16 O -1.10 -2.13 -2.30  H14 0.968, H15 0.969
17 H 0.84 -1.92 0.50  O19 0.965
18 H 0.59 -3.04 -0.54  O19 0.961
19 O 0.17 -2.51 0.14  H17 0.965, H18 0.961

Results
net charge = -1
energy relative to the best compared isomer or geometry (same formula, charge and spin) = 100.6 kJ/mol
⟨S²⟩ = 0.750
HOMO energy (spin up / spin down) = 0.869 / -3.996 eV
frontier orbital gap (spin up / spin down) = 2.4 / 7.6 eV
spin multiplicity = 2

Mulliken population analysis, charges in e, atoms 1 to 6: -0.0522, -1.7035, -0.1472, -0.8832, 0.2847, 0.5298

***

[3]
The following is a DFT calculation (the ωB97M-V functional and the def2-TZVPD basis) of one molecule with the formula C4H7OP.

Each atom is followed by the atoms it is bonded to, with distances in Å.
CARTESIAN COORDINATES (ANGSTROEM)
1 C 1.12 -0.22 0.79  C2 1.490, C3 1.495, H7 1.085, H8 1.050
2 C 1.15 -0.50 -0.67  C1 1.490, C3 1.511, H9 1.102, H10 1.130
3 C 0.55 0.78 -0.16  C1 1.495, C2 1.511, C4 1.516, H11 1.101
4 C -0.96 0.89 -0.30  C3 1.516, P6 1.637, H12 1.140
5 O -3.45 -0.14 0.12  P6 1.483
6 P -1.99 -0.18 0.39  C4 1.637, O5 1.483, H13 1.383
7 H 0.45 -0.82 1.41  C1 1.085
8 H 2.03 0.00 1.27  C1 1.050
9 H 2.15 -0.53 -1.15  C2 1.102
10 H 0.54 -1.38 -1.03  C2 1.130
11 H 1.15 1.67 -0.40  C3 1.101
12 H -1.50 1.76 -0.81  C4 1.140
13 H -1.24 -1.33 0.53  P6 1.383

Results
energy relative to the best compared isomer or geometry (same formula, charge and spin) = 212.3 kJ/mol
HOMO energy = -8.704 eV
frontier orbital gap = 8.6 eV
spin multiplicity = 1

Mulliken population analysis, charges in e, atoms 1 to 6: -0.6448, -0.4360, 0.0446, -0.2731, -0.6492, 0.3591

***

[4]
The following is a DFT calculation (the ωB97M-V functional and the def2-TZVPD basis) of a 4-piece molecular cluster, C36H47F8N8O6S overall.

Each atom is followed by the atoms it is bonded to, with distances in Å.
CARTESIAN COORDINATES (ANGSTROEM)
1 C -1.19 2.15 3.20  C2 1.551, H42 1.091, H43 1.087, H44 1.092
2 C 0.22 2.79 3.18  C1 1.551, O3 1.431, H45 1.093, H46 1.089
3 O 1.22 1.79 2.97  C2 1.431, C4 1.417
4 C 1.33 1.46 1.60  O3 1.417, C5 1.543, H47 1.092, H48 1.100
5 C 1.50 -0.07 1.46  C4 1.543, O6 1.437, H49 1.092, H50 1.095
6 O 0.55 -0.69 0.59  C5 1.437, C7 1.366
7 C 0.97 -0.87 -0.70  O6 1.366, N8 1.486, N11 1.590, C31 1.548
8 N 1.93 -2.00 -0.67  C7 1.486, C9 1.227
9 C 1.52 -3.01 -0.11  N8 1.227, O10 1.156
10 O 1.21 -3.93 0.52  C9 1.156
11 N 1.76 0.41 -1.21  C7 1.590, O12 1.418, C13 1.400
12 O 3.11 0.01 -1.43  N11 1.418, H51 0.966
13 C 1.08 0.86 -2.35  N11 1.400, N14 1.300, N23 1.377
14 N 1.60 1.65 -3.24  C13 1.300, S15 1.751, C16 1.465
15 S 0.77 2.06 -4.73  N14 1.751, H52 1.354
16 C 2.92 2.29 -3.12  N14 1.465, C17 1.551, H53 1.092, H54 1.086
17 C 2.75 3.83 -3.08  C16 1.551, O18 1.400, C19 1.544, H55 1.095
18 O 2.13 4.22 -1.88  C17 1.400, H56 0.963
19 C 4.14 4.49 -3.05  C17 1.544, F20 1.328, F21 1.332, F22 1.326
20 F 4.95 3.95 -3.96  C19 1.328
21 F 4.00 5.79 -3.32  C19 1.332
22 F 4.68 4.40 -1.84  C19 1.326
23 N -0.18 0.32 -2.32  C13 1.377, C24 1.425, C31 1.478
24 C -1.33 1.16 -2.28  N23 1.425, F25 1.355, F26 1.348, C27 1.564
25 F -0.89 2.44 -2.36  C24 1.355
26 F -2.10 0.98 -3.37  C24 1.348
27 C -2.27 1.14 -1.03  C24 1.564, F28 1.320, F29 1.313, F30 1.345
28 F -3.28 0.31 -1.18  C27 1.320
29 F -1.63 0.98 0.10  C27 1.313
30 F -2.83 2.37 -0.98  C27 1.345
31 C -0.08 -1.07 -1.82  C7 1.548, N23 1.478, C32 1.547, C34 1.578
32 C -1.37 -1.90 -1.60  C31 1.547, C33 1.534, H57 1.085, H58 1.096
33 C -1.85 -2.13 -0.16  C32 1.534, H59 1.093, H60 1.086, H61 1.089
34 C 0.64 -1.85 -2.98  C31 1.578, C35 1.550, H62 1.095, H63 1.087
35 C -0.08 -1.73 -4.35  C34 1.550, C36 1.533, H64 1.094, H65 1.096
36 C -0.93 -2.94 -4.76  C35 1.533, C37 1.548, H66 1.093, H67 1.091
37 C -1.50 -2.74 -6.18  C36 1.548, N38 1.488, H68 1.088, H69 1.089
38 N -2.85 -2.12 -6.06  C37 1.488, C39 1.446, H70 1.015
39 C -3.03 -1.05 -7.02  N38 1.446, C40 1.519, O41 1.202
40 C -3.53 0.30 -6.55  C39 1.519, H71 1.090, H72 1.092, H73 1.089
41 O -2.80 -1.21 -8.19  C39 1.202
42 H -1.82 2.65 2.47  C1 1.091
43 H -1.61 2.16 4.20  C1 1.087
44 H -1.12 1.10 2.90  C1 1.092
45 H 0.30 3.58 2.43  C2 1.093
46 H 0.43 3.25 4.15  C2 1.089
47 H 0.52 1.85 0.98  C4 1.092
48 H 2.27 1.92 1.25  C4 1.100
49 H 2.54 -0.32 1.23  C5 1.092
50 H 1.31 -0.48 2.46  C5 1.095
51 H 3.30 0.02 -2.37  O12 0.966
52 H 0.04 0.94 -4.92  S15 1.354
53 H 3.53 2.07 -4.00  C16 1.092
54 H 3.44 2.02 -2.21  C16 1.086
55 H 2.24 4.23 -3.96  C17 1.095
56 H 1.27 3.80 -1.79  O18 0.963
57 H -1.28 -2.89 -2.05  C32 1.085
58 H -2.16 -1.43 -2.19  C32 1.096
59 H -2.73 -2.77 -0.22  C33 1.093
60 H -2.14 -1.24 0.39  C33 1.086
61 H -1.13 -2.67 0.46  C33 1.089
62 H 1.68 -1.52 -3.12  C34 1.095
63 H 0.72 -2.90 -2.74  C34 1.087
64 H -0.72 -0.84 -4.43  C35 1.094
65 H 0.70 -1.62 -5.11  C35 1.096
66 H -0.36 -3.87 -4.68  C36 1.093
67 H -1.80 -3.03 -4.12  C36 1.091
68 H -0.83 -2.11 -6.77  C37 1.088
69 H -1.63 -3.73 -6.63  C37 1.089
70 H -3.55 -2.80 -6.30  N38 1.015
71 H -3.83 0.30 -5.51  C40 1.090
72 H -2.74 1.04 -6.69  C40 1.092
73 H -4.36 0.61 -7.18  C40 1.089
74 N -6.71 -1.81 -0.31  C75 1.332, C79 1.332
75 C -7.93 -2.01 -0.80  N74 1.332, C76 1.387, H80 1.084
76 C -8.65 -1.06 -1.50  C75 1.387, C77 1.385, H81 1.081
77 C -8.06 0.18 -1.72  C76 1.385, C78 1.386, H82 1.083
78 C -6.79 0.41 -1.22  C77 1.386, C79 1.386, H83 1.082
79 C -6.16 -0.62 -0.53  N74 1.332, C78 1.386, H84 1.082
80 H -8.35 -2.99 -0.60  C75 1.084
81 H -9.64 -1.28 -1.87  C76 1.081
82 H -8.59 0.95 -2.26  C77 1.083
83 H -6.29 1.36 -1.37  C78 1.082
84 H -5.16 -0.49 -0.13  C79 1.082
85 N 1.49 -1.22 4.57  C86 1.334, C90 1.334
86 C 1.92 -0.35 5.49  N85 1.334, C87 1.386, H91 1.084
87 C 1.70 -0.51 6.85  C86 1.386, C88 1.386, H92 1.081
88 C 1.01 -1.62 7.28  C87 1.386, C89 1.386, H93 1.083
89 C 0.56 -2.54 6.34  C88 1.386, C90 1.385, H94 1.081
90 C 0.83 -2.29 5.00  N85 1.334, C89 1.385, H95 1.085
91 H 2.45 0.51 5.10  C86 1.084
92 H 2.07 0.23 7.55  C87 1.081
93 H 0.82 -1.78 8.33  C88 1.083
94 H 0.01 -3.43 6.63  C89 1.081
95 H 0.50 -2.98 4.23  C90 1.085
96 N 4.83 1.25 8.37  C97 1.332, C101 1.333
97 C 4.71 -0.01 8.78  N96 1.332, C98 1.386, H102 1.084
98 C 5.78 -0.88 8.91  C97 1.386, C99 1.385, H103 1.081
99 C 7.05 -0.42 8.59  C98 1.385, C100 1.386, H104 1.082
100 C 7.19 0.89 8.16  C99 1.386, C101 1.386, H105 1.081
101 C 6.06 1.68 8.07  N96 1.333, C100 1.386, H106 1.084
102 H 3.71 -0.33 9.01  C97 1.084
103 H 5.62 -1.90 9.25  C98 1.081
104 H 7.91 -1.07 8.68  C99 1.082
105 H 8.16 1.29 7.91  C100 1.081
106 H 6.13 2.71 7.74  C101 1.084

Results
net charge = +1
HOMO energy = -11.005 eV
frontier orbital gap = 7.1 eV
spin multiplicity = 1

Mulliken population analysis, charges in e, atoms 1 to 6: -0.7117, -0.4631, -0.3726, -0.3315, 0.1034, -0.2263

***

[5]
The following is a DFT calculation (the ωB97M-V functional and the def2-TZVPD basis) of one molecule with the formula C4H8N2.

Each atom is followed by the atoms it is bonded to, with distances in Å.
CARTESIAN COORDINATES (ANGSTROEM)
1 C 0.63 -1.27 -0.16  C2 1.509, H7 1.019, H8 1.053, H9 1.183
2 C 0.13 -0.15 0.73  C1 1.509, C3 1.644, N6 1.493, H10 1.058
3 C -1.43 0.29 0.49  C2 1.644, N4 1.424, H11 1.081, H12 1.231
4 N -1.24 0.83 -0.81  C3 1.424, C5 1.306
5 C 0.00 1.17 -0.99  N4 1.306, N6 1.450, H13 1.128
6 N 0.85 1.04 0.18  C2 1.493, C5 1.450, H14 1.072
7 H 0.61 -1.17 -1.17  C1 1.019
8 H 1.66 -1.16 -0.01  C1 1.053
9 H 0.04 -2.14 0.38  C1 1.183
10 H 0.46 -0.47 1.68  C2 1.058
11 H -2.00 -0.61 0.71  C3 1.081
12 H -1.54 1.19 1.32  C3 1.231
13 H 0.34 1.88 -1.80  C5 1.128
14 H 1.50 0.59 -0.55  N6 1.072

Results
energy relative to the best compared isomer or geometry (same formula, charge and spin) = 317.8 kJ/mol
HOMO energy = -9.424 eV
SMILES = C[C@@H]1CN=CN1
frontier orbital gap = 10.4 eV
spin multiplicity = 1

Mulliken population analysis, charges in e, atoms 1 to 6: -1.5588, 0.0658, -0.3472, -0.5267, -0.0734, -0.5592

***

[6]
The following is a DFT calculation (the ωB97M-V functional and the def2-TZVPD basis) of a 5-piece molecular cluster, C38H56BrClN2O18P overall.

Each atom is followed by the atoms it is bonded to, with distances in Å.
CARTESIAN COORDINATES (ANGSTROEM)
1 C 8.39 0.19 -1.92  C2 1.560, H34 1.125, H35 1.129, H36 1.121
2 C 7.25 1.09 -2.47  C1 1.560, O3 1.207, N4 1.468
3 O 6.21 0.55 -2.77  C2 1.207
4 N 7.33 2.54 -2.70  C2 1.468, C5 1.451, C8 1.437
5 C 8.41 3.20 -1.99  N4 1.451, C6 1.588, O7 1.205
6 C 9.37 4.25 -2.69  C5 1.588, H37 1.126, H38 1.120, H39 1.121
7 O 8.62 3.01 -0.82  C5 1.205
8 C 7.20 2.93 -4.08  N4 1.437, C9 1.473, N30 1.394
9 C 6.05 3.80 -4.39  C8 1.473, C10 1.575, C17 1.468
10 C 5.02 4.25 -3.28  C9 1.575, C11 1.567, H40 1.124, H41 1.127
11 C 3.62 3.63 -3.62  C10 1.567, C12 1.474, C16 1.467
12 C 3.53 2.24 -4.09  C11 1.474, C13 1.457, H42 1.120
13 C 2.29 1.55 -4.39  C12 1.457, C14 1.478, H43 1.114
14 C 1.02 2.29 -4.26  C13 1.478, C15 1.454, H44 1.114
15 C 1.10 3.68 -3.84  C14 1.454, C16 1.477, H45 1.113
16 C 2.36 4.37 -3.50  C11 1.467, C15 1.477, H46 1.115
17 C 5.81 4.32 -5.74  C9 1.468, P18 1.895, C20 1.489
18 P 4.38 5.49 -6.12  C17 1.895, O19 1.508, H47 1.434, H48 1.422
19 O 4.32 6.61 -5.10  P18 1.508
20 C 6.76 3.88 -6.80  C17 1.489, C21 1.557, C25 1.481
21 C 6.55 4.40 -8.26  C20 1.557, C22 1.579, H49 1.128, H50 1.125
22 C 5.39 3.65 -9.03  C21 1.579, O23 1.192, Cl24 1.796
23 O 5.64 2.61 -9.55  C22 1.192
24 Cl 3.71 4.27 -9.20  C22 1.796
25 C 7.89 3.00 -6.41  C20 1.481, C26 1.563, N30 1.386
26 C 8.85 2.59 -7.57  C25 1.563, C27 1.583, H51 1.127, H52 1.116
27 C 10.03 3.63 -7.80  C26 1.583, O28 1.186, Br29 1.961
28 O 10.77 3.42 -8.70  C27 1.186
29 Br 10.33 5.21 -6.68  C27 1.961
30 N 8.07 2.58 -5.10  C8 1.394, C25 1.386, C31 1.477
31 C 9.26 1.74 -4.85  N30 1.477, C32 1.605, H53 1.127, H54 1.116
32 C 8.99 0.23 -5.31  C31 1.605, O33 1.426, H55 1.132, H56 1.128
33 O 7.65 0.05 -5.76  C32 1.426, H57 0.972
34 H 8.52 -0.77 -2.50  C1 1.125
35 H 8.06 -0.15 -0.89  C1 1.129
36 H 9.37 0.70 -1.77  C1 1.121
37 H 9.74 4.93 -1.87  C6 1.126
38 H 10.27 3.77 -3.15  C6 1.120
39 H 8.82 4.92 -3.41  C6 1.121
40 H 5.01 5.37 -3.23  C10 1.124
41 H 5.37 3.90 -2.27  C10 1.127
42 H 4.50 1.67 -4.19  C12 1.120
43 H 2.36 0.48 -4.71  C13 1.114
44 H 0.07 1.75 -4.50  C14 1.114
45 H 0.17 4.29 -3.76  C15 1.113
46 H 2.40 5.43 -3.17  C16 1.115
47 H 4.56 6.12 -7.40  P18 1.434
48 H 3.17 4.75 -6.20  P18 1.422
49 H 6.36 5.51 -8.23  C21 1.128
50 H 7.46 4.28 -8.91  C21 1.125
51 H 8.30 2.54 -8.55  C26 1.127
52 H 9.33 1.59 -7.43  C26 1.116
53 H 10.16 2.14 -5.39  C31 1.127
54 H 9.56 1.68 -3.78  C31 1.116
55 H 9.70 -0.07 -6.14  C32 1.132
56 H 9.18 -0.44 -4.42  C32 1.128
57 H 7.51 -0.87 -6.03  O33 0.972
58 C -3.73 0.28 0.49  C59 1.515, H65 1.093, H66 1.091, H67 1.091
59 C -3.68 -0.05 -0.98  C58 1.515, O60 1.436, H68 1.091, H69 1.092
60 O -2.51 0.50 -1.61  C59 1.436, C61 1.336
61 C -1.36 -0.13 -1.34  O60 1.336, O62 1.204, O63 1.342
62 O -1.23 -1.11 -0.65  C61 1.204
63 O -0.37 0.53 -1.97  C61 1.342, C64 1.427
64 C 0.93 0.02 -1.68  O63 1.427, H70 1.091, H71 1.091, H72 1.089
65 H -3.66 1.36 0.64  C58 1.093
66 H -4.66 -0.08 0.93  C58 1.091
67 H -2.90 -0.17 1.03  C58 1.091
68 H -4.54 0.39 -1.49  C59 1.091
69 H -3.73 -1.13 -1.15  C59 1.092
70 H 0.99 -1.05 -1.89  C64 1.091
71 H 1.19 0.22 -0.64  C64 1.091
72 H 1.64 0.54 -2.32  C64 1.089
73 C -7.99 -3.35 4.28  C74 1.515, H80 1.093, H81 1.091, H82 1.091
74 C -7.93 -3.68 2.80  C73 1.515, O75 1.436, H83 1.091, H84 1.092
75 O -6.76 -3.12 2.18  C74 1.436, C76 1.337
76 C -5.61 -3.75 2.45  O75 1.337, O77 1.204, O78 1.341
77 O -5.48 -4.72 3.15  C76 1.204
78 O -4.62 -3.08 1.84  C76 1.341, C79 1.428
79 C -3.32 -3.58 2.13  O78 1.428, H85 1.090, H86 1.091, H87 1.090
80 H -7.93 -2.27 4.43  C73 1.093
81 H -8.92 -3.71 4.72  C73 1.091
82 H -7.16 -3.80 4.82  C73 1.091
83 H -8.79 -3.24 2.29  C74 1.091
84 H -7.97 -4.76 2.63  C74 1.092
85 H -3.25 -4.65 1.92  C79 1.090
86 H -3.07 -3.38 3.17  C79 1.091
87 H -2.61 -3.05 1.49  C79 1.090
88 C -12.58 -6.11 9.11  C89 1.516, H95 1.092, H96 1.091, H97 1.090
89 C -12.50 -6.44 7.63  C88 1.516, O90 1.434, H98 1.091, H99 1.092
90 O -11.33 -5.88 7.02  C89 1.434, C91 1.338
91 C -10.18 -6.50 7.30  O90 1.338, O92 1.204, O93 1.340
92 O -10.05 -7.48 7.99  C91 1.204
93 O -9.19 -5.83 6.68  C91 1.340, C94 1.428
94 C -7.89 -6.33 6.98  O93 1.428, H100 1.090, H101 1.091, H102 1.089
95 H -12.51 -5.03 9.26  C88 1.092
96 H -13.51 -6.48 9.54  C88 1.091
97 H -11.75 -6.56 9.66  C88 1.090
98 H -13.36 -6.00 7.12  C89 1.091
99 H -12.54 -7.52 7.45  C89 1.092
100 H -7.82 -7.40 6.77  C94 1.090
101 H -7.64 -6.13 8.03  C94 1.091
102 H -7.18 -5.80 6.35  C94 1.089
103 C -6.63 -1.75 10.98  C104 1.516, H110 1.092, H111 1.091, H112 1.090
104 C -6.31 -2.59 9.76  C103 1.516, O105 1.434, H113 1.091, H114 1.092
105 O -6.77 -1.96 8.55  C104 1.434, C106 1.338
106 C -6.03 -0.93 8.13  O105 1.338, O107 1.204, O108 1.340
107 O -5.03 -0.50 8.65  C106 1.204
108 O -6.60 -0.44 7.02  C106 1.340, C109 1.427
109 C -5.97 0.74 6.52  O108 1.427, H115 1.090, H116 1.091, H117 1.089
110 H -7.69 -1.51 11.02  C103 1.092
111 H -6.35 -2.28 11.89  C103 1.091
112 H -6.09 -0.80 10.96  C103 1.090
113 H -6.85 -3.54 9.83  C104 1.091
114 H -5.25 -2.82 9.69  C104 1.092
115 H -4.91 0.58 6.35  C109 1.090
116 H -6.13 1.57 7.21  C109 1.091
117 H -6.44 0.99 5.57  C109 1.089

Results
net charge = +1
HOMO energy = -11.467 eV
frontier orbital gap = 6.6 eV
spin multiplicity = 1

Mulliken population analysis, charges in e, atoms 1 to 6: -1.1982, 0.7621, -0.4722, 0.9070, 0.6426, -0.7649

***

F_max? In order: 0.0098; 0.0350; 0.0427; 0.0537; 0.1127; 0.0706 hartree/bohr.